[1]
Formula: C2HN3O3
Source: OMol25
Level of theory: wB97M-V/def2-TZVPD

Computed properties:
Molecular weight (g/mol): 115.0
Relative energy (zero: lowest compared OMol25 entry of this formula, charge and spin) (kcal per mole): 186.1
SMILES: N#CO/[N+]([O-])=N/C=O
Electronic energy (eV): -12696.0495
Orbital gap (hartree): 0.3446
F_max (eV Å⁻¹): 2.5

Geometry as ORCA input:
```
! wB97M-V def2-TZVPD RIJCOSX def2/J DEFGRID3
* xyz 0 1
N 3.2171 -0.6138 0.6309
C 2.2539 -0.0466 0.3992
O 1.4777 0.9457 0.3313
N -0.1952 0.8168 0.4615
O -0.6379 1.5255 1.2790
N -0.6262 0.2042 -0.4589
C -1.6185 -0.6579 -0.7694
O -2.0008 -1.5226 -0.0533
H -1.8702 -0.6513 -1.8202
*
```

Here are the Mulliken charges for atoms 1 to 5, given in e: -0.367 0.462 -0.404 0.923 -0.456

---

[2]
Formula: C3H4N2O2P
Source: OMol25
Level of theory: wB97M-V/def2-TZVPD

Computed properties:
Molecular weight (g/mol): 131.1
Relative energy (zero: lowest compared OMol25 entry of this formula, charge and spin) (kcal per mole): 37.4
Electronic energy (eV): -19539.0150
Orbital gap (hartree): 0.2648
F_max (eV Å⁻¹): 5.0

Geometry as ORCA input:
```
! wB97M-V def2-TZVPD RIJCOSX def2/J DEFGRID3
* xyz -1 1
C 0.7111 -1.5426 -0.5461
C 1.2476 -1.8015 0.5764
C -0.8605 0.4126 -0.5213
N -0.4783 -0.8863 -0.9239
N -0.5801 0.6392 0.7274
O 1.7690 -2.2203 1.5764
O -1.4105 1.0970 -1.4086
P -0.9421 2.2424 1.0328
H 1.0768 -2.2445 -1.2997
H -0.5913 -0.8634 -1.8824
H 0.4314 2.8243 0.4519
H -0.3731 2.3430 2.2169
*
```

Here are the Mulliken charges for atoms 1 to 5, given in e: -0.609 0.832 0.467 -0.239 -0.450